[1]
ORCA calculation (ωB97M-V/def2-TZVPD) on a molecular structure, C32H62AsBI4N4O7PSSi2Tl.

Structure (XYZ):
```
116
Properties=species:S:1:pos:R:3:forces:R:3
Tl 1.713 1.330 0.242 -0.19 0.29 0.03
I 4.500 -0.180 1.019 -1.51 0.10 0.90
I 6.968 -0.360 -0.386 1.79 -0.25 -0.89
I -2.758 1.843 0.543 0.08 -0.50 -0.36
I -2.197 6.486 4.404 -0.09 -0.03 0.12
O -0.806 -5.187 -1.159 -0.35 0.49 1.33
S -0.311 -5.756 -2.417 -1.37 -0.62 -1.73
C -0.588 -4.413 -3.774 1.94 -0.48 1.55
C 0.782 -3.743 -3.827 1.32 1.27 1.42
C 1.911 -4.729 -3.420 0.65 -0.66 -0.09
C 1.506 -5.724 -2.352 -2.22 1.42 1.89
H -1.399 -3.733 -3.470 0.19 -0.58 -0.06
H -0.748 -4.957 -4.684 -0.53 -0.27 -0.47
H 0.900 -2.880 -3.151 -0.71 -0.25 0.03
H 1.035 -3.293 -4.784 -0.11 -0.25 -0.32
H 2.877 -4.378 -3.066 -0.12 1.11 -0.35
H 2.130 -5.239 -4.323 0.44 -1.01 -0.90
H 1.585 -5.408 -1.272 0.25 0.59 -1.10
H 1.819 -6.740 -2.229 0.59 -0.72 -1.16
O 1.941 5.737 -0.438 0.04 -1.28 0.14
N 1.816 4.527 -0.287 -0.56 -1.92 -0.26
O 1.203 4.008 0.726 0.89 1.02 -1.66
O 2.259 3.655 -1.178 -0.44 1.78 1.38
O 1.996 1.592 2.788 -0.42 -0.07 1.25
P 1.798 1.953 4.238 0.56 0.64 -0.73
N 2.071 3.591 4.403 -0.70 -0.15 0.89
C 1.916 4.455 5.619 0.60 -1.31 -0.08
C 1.734 5.846 5.045 -0.83 1.77 2.11
C 2.391 5.948 3.708 -1.26 -1.78 -2.69
C 2.677 4.414 3.327 -0.28 0.59 0.58
N 2.857 1.211 5.337 -0.39 -0.27 0.02
C 2.765 -0.220 5.698 0.49 -0.35 -0.57
C 4.227 -0.702 5.848 0.40 0.31 -0.28
C 4.849 0.560 6.487 0.17 -0.97 0.39
C 4.163 1.697 5.726 1.60 1.39 0.84
N 0.269 1.455 4.742 1.16 0.10 2.44
C -0.543 0.539 3.997 0.83 0.14 -2.51
C -1.812 0.306 4.737 -0.84 -2.12 1.40
C -1.762 1.221 5.948 0.07 1.42 0.28
C -0.212 1.473 6.146 -1.25 2.33 -0.05
H 2.862 4.424 6.172 0.13 -0.08 0.13
H 1.145 4.069 6.338 0.40 0.64 -1.00
H 2.195 6.613 5.691 0.06 -0.45 0.25
H 0.674 6.140 5.126 0.22 -0.31 -0.87
H 3.269 6.600 3.600 -0.04 -0.52 0.47
H 1.683 6.306 2.922 0.32 -0.10 0.72
H 3.730 4.292 3.380 1.28 -0.32 -0.15
H 2.312 4.048 2.371 0.02 0.53 0.13
H 2.222 -0.730 4.922 -0.21 -0.45 -0.34
H 2.255 -0.411 6.643 -0.20 0.32 0.16
H 4.730 -1.080 4.938 -0.46 1.06 -0.19
H 4.399 -1.557 6.472 -0.61 -0.49 0.88
H 5.952 0.599 6.416 -0.54 0.03 -0.04
H 4.590 0.546 7.596 0.16 0.21 -1.31
H 4.893 2.072 4.937 -1.37 -0.49 0.38
H 4.077 2.484 6.489 -0.13 0.39 -0.56
H -0.003 -0.388 3.747 -0.20 0.08 0.02
H -0.730 1.085 3.068 -0.21 -0.58 -0.34
H -1.884 -0.761 5.137 0.42 1.07 -0.51
H -2.689 0.361 4.098 -0.10 0.53 0.01
H -2.381 0.858 6.786 0.86 -0.23 0.02
H -2.212 2.200 5.766 0.11 0.01 -0.48
H 0.160 0.800 6.882 0.92 -1.28 0.06
H 0.025 2.489 6.601 -0.68 -1.13 -0.64
C -6.747 -5.886 -2.431 -0.44 -2.47 0.15
C -6.706 -4.410 -2.736 1.83 1.16 -0.14
C -8.070 -3.822 -2.567 -1.43 -1.10 -1.28
C -6.115 -4.185 -4.165 -1.93 0.45 -0.44
C -5.727 -3.597 -1.820 -0.26 -0.07 -0.13
C -4.655 -4.254 -1.278 0.93 -0.42 0.18
C -3.525 -3.588 -0.716 -1.12 -0.79 -0.71
C -3.540 -2.230 -0.687 -1.75 2.35 0.14
O -2.639 -1.268 -0.257 -0.43 1.25 0.31
B -3.315 0.013 -0.371 0.17 -1.79 -0.63
O -4.509 -0.170 -1.114 0.56 0.23 1.77
C -4.716 -1.521 -1.076 0.06 -2.08 -2.00
C -5.786 -2.197 -1.675 0.03 0.75 0.40
H -7.817 -6.293 -2.506 1.50 0.52 -0.21
H -6.483 -6.062 -1.381 -0.06 -0.15 -0.18
H -6.077 -6.581 -3.070 -0.95 1.36 0.94
H -8.801 -4.619 -2.868 0.22 1.11 0.03
H -8.212 -2.927 -3.151 -0.15 0.26 -0.35
H -8.280 -3.563 -1.562 -0.16 0.10 1.18
H -5.053 -4.203 -4.189 0.98 -0.66 0.12
H -6.337 -3.158 -4.458 -0.16 0.13 -0.07
H -6.569 -4.833 -4.954 0.39 0.24 0.70
H -4.710 -5.354 -1.366 0.80 0.79 0.25
H -2.694 -4.181 -0.468 1.07 -0.43 0.52
H -6.665 -1.618 -1.961 0.32 -0.13 -0.24
C 4.341 0.749 -5.488 -1.01 -0.11 0.04
Si 3.628 1.686 -4.031 -1.09 -0.12 0.74
C 4.948 1.966 -2.726 -1.24 -0.85 0.43
C 2.975 3.375 -4.453 -0.64 0.06 -1.32
As 1.883 0.152 -3.177 1.29 0.07 0.30
Si 0.055 1.007 -4.234 -0.67 0.66 0.21
C -1.416 -0.151 -4.065 -0.56 -0.40 0.08
C 0.346 1.259 -6.084 -0.74 -0.41 -0.32
C -0.711 2.608 -3.553 0.12 0.13 0.80
H 4.880 -0.048 -4.991 0.00 -0.63 -0.28
H 5.082 1.375 -5.942 0.46 0.43 -0.60
H 3.581 0.400 -6.239 0.86 0.19 0.76
H 5.288 0.984 -2.418 0.25 -0.35 0.08
H 4.484 2.380 -1.791 0.67 0.24 -1.00
H 5.817 2.459 -3.142 0.09 0.59 0.22
H 3.781 3.797 -5.070 -0.10 0.31 0.13
H 2.879 3.920 -3.538 0.12 0.47 0.71
H 2.016 3.546 -5.002 0.78 -0.49 0.32
H -1.850 -0.347 -3.033 0.89 -0.01 -1.17
H -1.269 -1.055 -4.679 -0.10 -0.07 0.61
H -2.195 0.401 -4.598 -0.24 0.08 -0.02
H 0.871 0.418 -6.623 -0.80 0.87 0.49
H 0.900 2.189 -6.230 0.01 -0.13 -0.11
H -0.721 1.434 -6.434 1.25 -0.34 -0.17
H -1.530 2.282 -2.827 0.96 0.68 -0.95
H -1.126 3.191 -4.400 -0.05 -0.28 0.51
H 0.012 3.267 -3.008 -0.58 -0.53 -0.36
```
Positions in Å, forces in eV/Å.

Net charge: -2
LUMO (spin up / spin down) (eV): 2.43 / 2.91
Spin multiplicity: 1
Highest occupied orbital energy (spin up / spin down) (eV): -1.9 / -2.1
Energy relative to the best compared isomer or geometry (same formula, charge and spin) (kcal per mole): 81.6
Gap between HOMO and LUMO (spin up / spin down) (eV): 4.373 / 5.022
Total energy (eV): -188977.390

Atomic partial charges in e from the Löwdin method, atoms 1 to 4: Tl 0.543; I -0.178; I -0.303; I 0.990

[2]
ORCA calculation (ωB97M-V/def2-TZVPD) on 6 unconnected molecules or ions with the total composition C32H63Cl7N3O3.

Structure (XYZ):
```
108
Properties=species:S:1:pos:R:3:forces:R:3
C 5.296 -4.659 -5.479 1.60 -0.13 -1.05
C 3.887 -4.374 -5.971 -0.65 0.41 1.40
C 3.955 -3.162 -6.909 -1.84 1.02 -0.01
C 2.489 -2.878 -7.453 0.88 -0.25 -0.35
C 2.081 -4.066 -8.308 -0.48 1.61 -0.19
C 1.968 -5.380 -7.572 -0.61 1.16 -0.14
N 3.188 -5.512 -6.689 0.29 -5.36 1.95
O 3.301 -6.864 -6.111 -0.30 5.74 -2.09
C 0.651 -5.385 -6.749 0.57 -0.34 -0.19
C 1.761 -6.468 -8.611 1.06 -1.13 0.06
C 3.123 -3.914 -4.639 -0.66 -1.15 -1.33
H 5.548 -5.530 -4.874 -0.67 -0.21 -0.30
H 5.757 -3.824 -4.952 -0.88 0.40 0.50
H 5.968 -4.599 -6.336 0.10 -0.89 -0.40
H 4.396 -2.349 -6.332 -0.45 0.23 0.31
H 4.655 -3.192 -7.744 -0.15 -0.87 -0.24
H 2.370 -2.073 -8.179 0.73 0.58 0.37
H 1.686 -2.702 -6.737 0.54 0.06 0.59
H 2.692 -3.960 -9.205 0.49 -1.11 -0.01
H 1.107 -3.758 -8.688 -0.42 -0.55 -0.04
H 0.636 -6.366 -6.274 -0.16 0.25 0.55
H 0.536 -4.547 -6.061 0.10 -0.24 0.14
H -0.185 -5.376 -7.447 0.02 0.15 -0.07
H 1.033 -6.290 -9.403 -0.25 0.85 0.38
H 2.688 -6.635 -9.160 0.16 -0.37 0.21
H 1.409 -7.373 -8.116 0.44 -0.23 -0.10
H 2.100 -3.623 -4.877 0.16 0.54 0.05
H 3.689 -3.132 -4.133 -0.18 -0.05 -0.12
H 2.960 -4.776 -3.993 0.52 -0.09 0.12
C -1.714 8.416 2.167 -0.01 1.75 -0.63
C -2.023 7.812 3.533 -0.18 1.07 -0.76
C -0.650 7.767 4.215 0.60 -1.08 1.71
C -0.644 7.393 5.732 -0.80 1.38 -1.14
C -1.608 8.310 6.512 -1.67 -0.79 -0.19
C -3.100 8.523 5.828 1.80 -0.68 1.00
N -2.945 8.752 4.328 -3.84 1.03 -1.19
O -4.101 9.421 3.670 5.01 -3.17 2.59
C -3.977 7.317 6.316 -0.66 -0.78 -2.24
C -3.746 9.688 6.503 -0.11 0.78 -0.14
C -2.597 6.432 3.212 0.33 -0.45 0.17
H -1.079 7.801 1.529 -0.26 -0.47 0.23
H -1.140 9.338 2.257 0.15 0.12 0.41
H -2.568 8.779 1.594 -0.38 -0.62 0.13
H -0.014 6.980 3.809 -0.36 -0.20 -0.75
H -0.029 8.647 4.047 -0.58 0.47 0.09
H 0.396 7.485 6.044 -0.12 -0.07 0.40
H -0.958 6.354 5.827 0.01 -0.03 0.14
H -1.218 9.249 6.905 0.26 0.20 -0.72
H -1.890 7.769 7.415 0.08 0.03 0.24
H -4.980 7.396 5.896 -0.08 0.30 -0.57
H -3.616 6.379 5.895 0.19 -0.14 0.34
H -4.268 7.158 7.354 1.12 0.61 0.37
H -3.637 9.524 7.575 -0.12 0.14 0.06
H -3.291 10.642 6.240 -0.05 0.02 -0.05
H -4.804 9.691 6.238 0.03 0.30 0.10
H -1.777 5.909 2.719 0.07 -0.16 0.00
H -3.381 6.471 2.456 -0.26 0.22 0.34
H -2.885 5.803 4.054 -0.16 0.25 0.03
C -2.604 -3.564 1.889 -0.65 0.46 0.77
C -3.561 -4.093 0.816 1.10 -0.38 0.30
C -2.762 -3.838 -0.548 -1.13 -0.80 -0.20
C -3.101 -4.824 -1.715 0.65 -0.28 1.11
C -2.915 -6.254 -1.142 -0.08 0.74 -0.24
C -3.910 -6.567 0.009 2.24 -1.45 -1.62
N -3.691 -5.601 1.089 -3.15 -1.08 3.25
O -4.354 -6.031 2.291 2.53 2.25 -4.27
C -5.340 -6.525 -0.625 0.15 -0.40 1.96
C -3.415 -8.042 0.435 -1.54 0.31 -0.35
C -4.879 -3.278 0.874 -0.26 -0.93 -1.47
H -3.144 -3.357 2.812 -0.06 -0.36 0.18
H -2.254 -2.575 1.592 0.29 -0.05 -0.23
H -1.776 -4.234 2.119 -0.02 0.05 -0.26
H -2.977 -2.826 -0.891 -0.15 0.16 0.26
H -1.699 -3.845 -0.308 0.04 -0.35 -0.12
H -2.430 -4.666 -2.560 0.18 0.10 0.08
H -4.097 -4.612 -2.104 -0.16 -0.26 0.17
H -1.882 -6.372 -0.814 0.14 0.40 0.49
H -2.958 -7.080 -1.852 -0.62 0.31 -0.43
H -5.699 -5.496 -0.634 0.04 -0.08 -0.36
H -5.458 -7.028 -1.585 0.43 0.21 -0.02
H -5.977 -7.051 0.086 -0.29 0.00 -0.01
H -3.368 -8.659 -0.461 -0.47 0.12 -0.33
H -2.412 -8.223 0.822 -0.01 1.05 0.46
H -4.147 -8.521 1.086 0.13 0.11 0.20
H -4.674 -2.221 1.043 -0.01 -0.14 0.29
H -5.709 -3.671 1.462 0.64 0.00 0.81
H -5.330 -3.348 -0.116 0.05 0.30 -0.40
Cl 1.600 1.908 1.716 0.09 -1.19 -0.30
C 1.813 0.187 1.076 -2.45 0.53 0.54
C 3.206 -0.140 0.787 -0.15 0.14 0.64
Cl 3.846 0.788 -0.522 0.62 0.46 -1.05
H 1.071 0.053 0.289 0.43 0.39 -0.43
H 1.466 -0.537 1.813 0.04 0.42 0.60
H 3.196 -1.204 0.553 0.69 0.01 0.18
H 3.700 0.182 1.704 0.73 -0.76 -0.16
Cl 6.176 4.146 6.313 -0.08 0.62 0.01
C 6.021 2.629 5.399 -1.32 -0.19 0.79
C 7.417 2.133 5.180 -0.35 0.22 0.72
Cl 7.410 0.543 4.404 0.15 0.03 -0.39
H 5.310 2.772 4.585 0.69 0.16 -0.44
H 5.481 1.988 6.096 0.21 -0.30 -0.11
H 7.774 1.980 6.198 0.50 0.01 -0.26
H 8.005 2.911 4.693 0.18 -0.54 -0.35
C 4.071 6.674 0.838 -0.31 -0.27 -0.28
Cl 3.222 6.147 -0.679 0.50 0.51 0.79
Cl 3.856 8.386 1.219 -0.10 -0.15 -0.33
Cl 5.801 6.285 0.755 -0.53 -0.04 0.04
H 3.578 6.133 1.645 0.41 -0.08 -0.21
```
Positions in Å, forces in eV/Å.

LUMO (spin up / spin down) (eV): 0.03 / -0.19
Spin multiplicity: 4
⟨S²⟩: 3.767
Highest occupied orbital energy (spin up / spin down) (eV): -8.9 / -9.8
Energy relative to the best compared isomer or geometry (same formula, charge and spin) (kcal per mole): 91.1
Gap between HOMO and LUMO (spin up / spin down) (eV): 8.922 / 9.565
Total energy (eV): -132465.555

Atomic partial charges in e from the Löwdin method, atoms 1 to 4: C -0.059; C -0.464; C -0.116; C -0.164